1.
ORCA calculation (wB97M-V/def2-TZVPD) on a molecular structure, C33H26CrF5N9O5Se in a non-equilibrium geometry.

Geometry (Å):
Cr 0.515 0.981 -0.451
O 0.689 3.399 -3.831
C 0.718 2.498 -2.994
N 0.474 2.576 -1.675
C -0.275 3.692 -1.259
C 0.019 5.014 -1.557
C -0.863 6.018 -1.179
C -2.034 5.684 -0.512
C -2.339 4.363 -0.226
C -1.464 3.333 -0.593
N -1.618 1.999 -0.264
C -2.873 1.524 -0.165
O -3.872 1.987 -0.733
C -3.112 0.381 0.796
C -4.421 -0.092 0.911
C -4.722 -1.019 1.891
C -3.703 -1.454 2.725
C -2.435 -0.921 2.534
N -2.141 -0.024 1.604
C 0.948 1.089 -3.408
C 1.167 0.783 -4.741
C 1.265 -0.539 -5.126
C 1.185 -1.500 -4.128
C 0.992 -1.101 -2.820
N 0.836 0.169 -2.444
H 0.936 5.248 -2.078
H -0.632 7.054 -1.398
H -2.722 6.463 -0.200
H -3.257 4.119 0.290
H -5.163 0.307 0.235
H -5.737 -1.377 2.022
H -3.880 -2.179 3.509
H -1.621 -1.214 3.187
H 1.243 1.609 -5.434
H 1.409 -0.815 -6.162
H 1.276 -2.554 -4.355
H 0.973 -1.833 -2.033
C -0.395 -4.413 2.746
C 0.780 -4.794 1.849
C 0.759 -4.113 0.462
C 1.764 -4.878 -0.417
C 1.954 -4.306 -1.818
C -0.636 -4.255 -0.102
O -1.160 -5.334 -0.336
N -1.289 -3.084 -0.305
C -0.660 -1.815 -0.436
O -1.304 -0.954 -1.032
N 0.573 -1.632 0.027
C 1.268 -2.642 0.612
O 2.322 -2.491 1.202
H -0.253 -4.829 3.746
H -1.335 -4.793 2.343
H -0.466 -3.331 2.842
H 0.782 -5.877 1.702
H 1.718 -4.501 2.322
H 1.423 -5.913 -0.490
H 2.723 -4.861 0.105
H 0.999 -4.238 -2.348
H 2.616 -4.952 -2.398
H 2.406 -3.314 -1.772
H -2.231 -3.120 -0.666
Se 1.432 -0.450 4.266
N 1.113 1.183 4.971
C 0.843 1.980 3.942
C 0.589 3.352 4.025
C 0.420 4.036 2.828
C 0.478 3.385 1.613
N 0.630 2.052 1.452
C 0.820 1.349 2.612
N 1.048 0.061 2.604
H 0.569 3.855 4.983
H 0.259 5.107 2.829
H 0.410 3.960 0.702
F 3.133 -0.212 -1.028
C 2.594 0.884 -0.360
F 3.074 0.762 0.918
C 3.406 2.072 -0.902
F 3.386 2.145 -2.249
F 2.960 3.242 -0.418
F 4.719 2.008 -0.568

The largest force on an atom is 1.03 eV/A. For the LUMO energy (alpha / beta), the calculation gives 4.314 / 4.314 eV. Its HOMO-LUMO gap (alpha / beta) is 4.70 / 6.44 eV. The total charge is -2. As for the highest occupied orbital energy (alpha / beta): -0.386 / -2.122 eV. As for the multiplicity: 5.

Computed Mulliken charges, given in elementary charges: 0.417 -0.820 -0.220 0.748 -1.839 0.333 -0.968 -0.680 -0.636 1.268 0.646 -0.666 -0.793 0.748 -0.950 -0.351 -1.006 -0.038 0.294 0.175 -1.039 -0.562 -0.851 0.303 1.415 0.437 0.330 0.341 0.441 0.504 0.403 0.413 0.399 0.545 0.412 0.477 -0.196 -1.072 -1.515 3.161 -1.633 -1.060 -0.565 -0.738 0.272 0.024 -0.706 1.454 -1.726 -0.622 0.483 0.307 0.084 0.412 0.481 0.498 0.401 0.225 0.490 0.188 0.335 -0.003 -1.064 0.712 -0.952 -0.967 -0.817 1.347 0.315 -0.035 0.381 0.449 0.578 -0.368 0.829 -0.236 0.074 -0.290 -0.241 -0.324



2.
ORCA calculation (wB97M-V/def2-TZVPD) on a molecular structure, C33H26N3O3PS4SbSc.

Geometry (Å):
Sc -1.200 -0.013 -1.127
O -2.252 -0.958 -2.624
C -3.384 -0.650 -3.233
C -3.527 -0.832 -4.614
C -4.722 -0.526 -5.241
C -5.824 -0.066 -4.511
C -5.689 0.082 -3.145
C -4.487 -0.188 -2.500
C -4.425 -0.106 -1.047
N -3.326 -0.179 -0.417
N -3.414 -0.396 0.955
C -2.285 -0.891 1.345
O -1.246 -1.159 0.588
C -2.189 -1.245 2.797
C -1.268 -2.195 3.213
C -1.214 -2.582 4.549
C -2.059 -1.996 5.482
C -2.970 -1.025 5.069
C -3.041 -0.659 3.731
H -2.662 -1.168 -5.172
H -4.801 -0.637 -6.317
H -6.755 0.186 -5.004
H -6.522 0.445 -2.549
H -5.349 -0.084 -0.472
H -0.588 -2.613 2.479
H -0.485 -3.321 4.862
H -2.001 -2.282 6.527
H -3.627 -0.552 5.790
H -3.745 0.085 3.383
S -3.362 3.147 -2.699
Sb -1.180 3.069 -2.043
S -0.079 1.247 -3.098
S -1.155 2.155 0.178
S -0.010 5.027 -2.205
O -0.339 -2.545 -3.071
N 0.457 -1.820 -2.206
C 1.662 -2.202 -2.305
C 2.879 -1.694 -1.593
C 4.038 -2.386 -1.972
C 5.286 -2.057 -1.476
C 5.396 -1.007 -0.574
C 4.258 -0.317 -0.199
C 2.984 -0.635 -0.686
P 1.517 0.373 -0.098
C 1.634 0.029 1.729
C 2.347 -1.045 2.262
C 2.416 -1.259 3.639
C 1.770 -0.399 4.515
C 1.023 0.649 4.000
C 0.941 0.850 2.628
C 2.323 2.038 -0.253
C 2.697 2.465 -1.525
C 3.261 3.718 -1.719
C 3.467 4.572 -0.645
C 3.087 4.167 0.624
C 2.507 2.917 0.811
H -1.200 -2.030 -3.088
H 1.848 -2.983 -3.037
H 3.943 -3.195 -2.687
H 6.162 -2.607 -1.799
H 6.361 -0.717 -0.175
H 4.349 0.511 0.493
H 2.878 -1.724 1.605
H 2.986 -2.099 4.020
H 1.820 -0.564 5.585
H 0.471 1.305 4.664
H 0.333 1.658 2.240
H 2.495 1.836 -2.386
H 3.498 4.041 -2.726
H 3.882 5.562 -0.804
H 3.209 4.832 1.472
H 2.198 2.644 1.806

The largest force on an atom is 0.97 eV/A. For the LUMO energy, the calculation gives 4.072 eV. Its HOMO-LUMO gap is 5.55 eV. The total charge is -2. As for the highest occupied orbital energy: -1.473 eV. As for the multiplicity: 1.

Computed Mulliken charges, given in elementary charges: 0.214 -0.520 0.743 -0.360 -0.421 -0.703 -0.542 0.459 -0.823 0.765 -0.902 0.612 -0.813 0.360 -0.044 -0.624 -0.381 -0.661 -0.376 0.393 0.352 0.354 0.333 0.274 0.338 0.376 0.374 0.371 0.442 -0.701 0.607 -0.828 -0.594 -0.726 -0.661 0.605 -1.025 0.820 -0.994 -0.623 -0.764 0.063 -0.131 2.109 0.600 -0.554 -0.746 -0.634 -0.794 -0.434 0.390 -0.596 -0.607 -0.468 -0.664 0.006 0.495 0.219 0.331 0.375 0.402 0.419 0.346 0.360 0.371 0.405 0.291 0.310 0.347 0.309 0.385 0.389



3.
ORCA calculation (wB97M-V/def2-TZVPD) on a molecular structure, C33H26N9O4Rb in a non-equilibrium geometry.

Geometry (Å):
Rb 0.468 0.630 0.322
C 1.065 -0.214 5.025
C 2.379 -0.262 5.458
C 3.403 -0.204 4.527
C 3.081 -0.104 3.177
N 1.819 -0.052 2.763
C 0.843 -0.102 3.662
C 4.133 -0.027 2.099
C 5.484 -0.157 2.406
C 6.408 -0.046 1.386
C 5.964 0.184 0.099
C 4.593 0.282 -0.130
N 3.702 0.179 0.854
C 4.059 0.537 -1.519
C 4.901 0.566 -2.628
C 4.368 0.855 -3.872
C 3.012 1.107 -3.982
C 2.249 1.032 -2.829
N 2.749 0.748 -1.630
H 0.235 -0.251 5.717
H 2.614 -0.337 6.512
H 4.430 -0.226 4.859
H -0.169 -0.044 3.268
H 5.814 -0.339 3.418
H 7.467 -0.131 1.593
H 6.676 0.294 -0.704
H 5.957 0.365 -2.533
H 5.013 0.887 -4.741
H 2.553 1.356 -4.929
H 1.179 1.220 -2.869
C -0.299 -2.033 -2.520
C -0.285 -2.797 -1.240
N 0.199 -2.353 -0.106
C 0.029 -3.382 0.799
C -0.535 -4.458 0.196
N -0.762 -4.070 -1.110
C -1.497 -4.817 -2.099
N -2.848 -5.075 -1.671
N -3.272 -6.356 -1.556
N -4.486 -6.370 -1.160
C -4.889 -5.063 -0.954
C -6.111 -4.557 -0.494
C -6.210 -3.195 -0.362
C -5.122 -2.343 -0.676
C -3.921 -2.826 -1.132
C -3.835 -4.221 -1.271
H 0.149 -1.058 -2.347
H -1.306 -1.871 -2.910
H 0.284 -2.525 -3.301
H 0.342 -3.293 1.826
H -0.828 -5.429 0.558
H -1.052 -5.794 -2.277
H -1.485 -4.249 -3.027
H -6.933 -5.216 -0.250
H -7.131 -2.754 -0.007
H -5.240 -1.274 -0.547
H -3.096 -2.163 -1.350
O -1.602 2.235 -0.448
C -0.952 3.160 0.102
O 0.201 3.080 0.587
C -1.642 4.519 0.189
C -0.987 5.603 0.758
C -1.607 6.842 0.837
C -2.887 6.951 0.334
C -3.577 5.899 -0.238
C -2.934 4.672 -0.306
N -3.564 8.280 0.411
O -2.962 9.190 0.945
O -4.701 8.360 -0.011
H 0.016 5.455 1.134
H -1.120 7.702 1.272
H -4.578 6.043 -0.615
H -3.415 3.808 -0.744

The largest force on an atom is 1.38 eV/A. For the LUMO energy, the calculation gives -0.216 eV. Its HOMO-LUMO gap is 8.40 eV. The total charge is 0. As for the highest occupied orbital energy: -8.620 eV. As for the multiplicity: 1.

Computed Mulliken charges, given in elementary charges: 0.845 -0.835 -0.438 -0.742 0.327 0.352 -0.217 0.749 -0.930 -0.764 -0.922 0.775 0.095 0.435 -0.792 -0.400 -0.965 -0.234 0.309 0.394 0.426 0.288 0.467 0.253 0.436 0.240 0.263 0.429 0.403 0.560 -1.052 0.737 -0.138 -0.488 -0.613 0.203 -1.027 0.704 -0.699 -0.535 0.124 -0.709 -0.555 -0.707 -0.580 1.439 -0.179 0.379 0.444 0.484 0.436 0.333 0.488 0.428 0.372 0.443 0.284 -0.850 1.057 -0.958 -0.206 -0.307 -0.510 0.235 -0.541 -0.289 1.004 -0.618 -0.618 0.439 0.463 0.457 0.418



4.
ORCA calculation (wB97M-V/def2-TZVPD) on a molecular structure, C33H27AsN7O4SW.

Geometry (Å):
W 0.382 -1.216 0.259
O 1.580 -4.427 2.798
C 1.151 -3.652 1.858
O 0.937 -2.435 2.007
C 0.894 -4.227 0.548
C 1.061 -5.554 0.182
C 0.746 -5.930 -1.115
C 0.249 -4.973 -1.987
C 0.106 -3.665 -1.544
N 0.437 -3.282 -0.292
C -0.489 -2.535 -2.246
O -0.945 -2.544 -3.455
O -0.604 -1.477 -1.589
H 1.736 -3.963 3.639
H 1.429 -6.267 0.908
H 0.872 -6.954 -1.438
H -0.024 -5.256 -2.996
H -0.842 -3.388 -3.923
N -3.025 -2.188 -0.134
C -2.811 -1.668 1.100
N -3.785 -1.749 1.970
C -3.574 -1.190 3.168
N -4.514 -1.280 4.086
N -2.437 -0.515 3.485
C -1.513 -0.510 2.578
N -1.586 -1.104 1.359
C -0.235 0.155 2.906
C -0.057 0.797 4.114
C 1.175 1.365 4.403
C 2.191 1.265 3.466
C 1.942 0.612 2.276
N 0.747 0.071 1.984
H -3.979 -2.490 -0.279
H -2.615 -1.698 -0.909
H -5.378 -1.755 3.878
H -4.388 -0.841 4.983
H -0.884 0.834 4.809
H 1.339 1.870 5.347
H 3.171 1.683 3.646
H 2.713 0.526 1.526
S 2.438 -1.165 -0.680
C 3.038 0.501 -0.879
C 4.409 0.690 -1.009
C 4.911 1.978 -1.140
C 4.052 3.068 -1.153
C 2.678 2.876 -1.040
C 2.169 1.594 -0.910
As 0.273 1.250 -0.808
C -0.519 2.823 -0.020
C -0.252 3.201 1.293
C -0.792 4.371 1.800
C -1.599 5.172 1.002
C -1.852 4.806 -0.312
C -1.313 3.635 -0.826
C -0.367 1.217 -2.626
C 0.526 1.221 -3.688
C 0.041 1.170 -4.990
C -1.325 1.113 -5.222
C -2.217 1.109 -4.153
C -1.740 1.153 -2.855
H 5.079 -0.161 -1.002
H 5.979 2.127 -1.234
H 4.448 4.068 -1.263
H 2.007 3.727 -1.066
H 0.404 2.620 1.922
H -0.572 4.665 2.818
H -2.017 6.087 1.401
H -2.462 5.433 -0.948
H -1.507 3.377 -1.857
H 1.594 1.288 -3.515
H 0.734 1.192 -5.821
H -1.700 1.088 -6.236
H -3.283 1.086 -4.337
H -2.438 1.173 -2.024

The largest force on an atom is 0.30 eV/A. For the LUMO energy (alpha / beta), the calculation gives -9.918 / -9.917 eV. Its HOMO-LUMO gap (alpha / beta) is 6.19 / 6.18 eV. The total charge is +3. As for the highest occupied orbital energy (alpha / beta): -16.104 / -16.102 eV. As for the multiplicity: 1.

Computed Mulliken charges, given in elementary charges: 1.645 -0.452 0.355 -0.631 0.591 -0.739 -0.911 -1.019 1.324 0.053 0.580 -0.372 -0.325 0.412 0.593 0.497 0.357 0.314 -0.236 0.128 -0.660 0.248 -0.288 -0.748 -0.637 -0.144 1.536 -0.306 -0.895 -0.949 -0.486 0.825 0.327 0.107 0.277 0.259 0.638 0.517 0.558 0.552 -0.426 0.791 -0.598 -0.725 -0.770 -0.771 0.028 1.542 0.189 0.297 -0.906 -0.659 -0.850 -0.558 0.492 -0.766 -0.816 -0.688 -0.936 -0.416 0.504 0.437 0.456 0.589 0.335 0.472 0.426 0.475 0.479 0.414 0.468 0.463 0.480 0.651



The highest multiplicity belongs to which entry? C33H26CrF5N9O5Se